Model i:
C3H6N6O5 | the ωB97M-V functional and the def2-TZVPD basis

Each line ends with the Löwdin charge.
Positions of all 20 atoms, in Å:
C -0.484 -0.721 1.457  -0.125
C 1.246 -0.728 -0.451  -0.062
C -2.072 0.953 0.803  -0.103
N -2.056 1.173 -0.378  -0.076
N -1.395 0.416 1.720  0.027
N 0.778 -0.325 0.908  -0.029
N 0.106 -0.452 -1.379  0.116
N 1.595 0.319 1.741  -0.458
N 0.442 -0.118 -2.548  -0.389
O -2.531 1.360 -1.482  -0.046
O 1.093 0.619 2.784  0.073
O 2.703 0.479 1.404  0.121
O 1.506 -0.201 -3.102  0.080
O -0.605 0.282 -3.349  0.106
H -0.296 -1.089 2.515  0.145
H -0.950 -1.569 0.805  0.174
H 2.157 -0.202 -0.863  0.146
H 1.460 -1.718 -0.424  0.092
H -1.186 0.861 -2.859  0.065
H -1.509 0.660 2.697  0.145

* spin multiplicity: 1
* frontier orbital gap: 8.99 eV
* charge: 0



Model ii:
C3H6N6O5 | the ωB97M-V functional and the def2-TZVPD basis

Each line ends with the Löwdin charge.
Positions of all 20 atoms, in Å:
C -1.332 -0.053 1.210  -0.099
C 0.395 1.373 0.071  -0.142
C -0.902 -2.035 0.070  -0.069
N 0.173 -2.442 -0.158  -0.099
N -1.829 -1.353 0.772  0.016
N -0.928 0.777 0.062  -0.035
N 1.485 0.772 -0.639  0.099
N -1.712 1.104 -0.936  -0.417
N 2.442 0.236 -0.077  -0.428
O 1.114 -3.116 -0.501  -0.009
O -2.593 0.330 -1.234  0.074
O -1.463 2.071 -1.617  0.088
O 2.627 0.044 1.079  0.079
O 3.399 -0.239 -0.863  0.147
H -2.086 0.466 1.720  0.120
H -0.431 -0.317 1.814  0.154
H 0.293 2.378 -0.394  0.133
H 0.754 1.368 1.184  0.154
H 3.290 -0.168 -1.780  0.107
H -2.695 -1.196 0.217  0.128

* spin multiplicity: 1
* frontier orbital gap: 8.99 eV
* charge: 0



Computed stability ranking, most favorable first: model i, model ii



Model i:
CH5N3 | the ωB97M-V functional and the def2-TZVPD basis

Each line ends with the Löwdin charge.
Positions of all 9 atoms, in Å:
C 2.694 -1.202 1.577  -0.200
N 3.434 -0.586 0.782  -0.006
N 3.510 -4.109 0.166  0.017
N 4.011 -4.431 1.095  0.013
H -3.472 -2.261 2.765  0.000
H 3.088 -1.458 2.607  0.074
H 1.741 -1.571 1.253  0.044
H -3.279 -2.566 2.069  0.000
H 4.424 -0.384 1.059  0.058

* spin multiplicity: 1
* frontier orbital gap: 11.12 eV
* charge: 0



Model ii:
CH5N3 | the ωB97M-V functional and the def2-TZVPD basis

Each line ends with the Löwdin charge.
Positions of all 9 atoms, in Å:
N 1.216 -0.561 0.767  0.075
C 0.221 0.040 0.215  -0.636
N -0.956 -0.572 -0.011  0.109
N 0.179 1.311 -0.320  0.135
H 1.386 -1.477 0.442  0.013
H -1.028 -1.406 0.484  0.069
H -1.874 -0.097 -0.023  0.119
H -0.269 1.271 -1.159  0.054
H 1.126 1.490 -0.395  0.062

* spin multiplicity: 1
* frontier orbital gap: 9.49 eV
* charge: 0



Computed stability ranking, most favorable first: model ii, model i



Model i:
CH5N3 | the ωB97M-V functional and the def2-TZVPD basis

Each line ends with the Löwdin charge.
Positions of all 9 atoms, in Å:
C -1.420 -0.232 0.266  -0.200
N 2.313 0.211 -0.120  -0.047
N 1.443 -0.538 -0.234  -0.001
N -0.190 0.610 0.024  -0.100
H -1.396 -0.817 1.102  0.014
H -2.224 0.534 0.407  0.082
H -1.585 -0.901 -0.564  0.049
H 3.393 0.015 0.067  0.129
H -0.333 1.117 -0.948  0.073

* spin multiplicity: 1
* frontier orbital gap (spin up / spin down): 8.52 / 9.04 eV
* charge: 0



Model ii:
CH5N3 | the ωB97M-V functional and the def2-TZVPD basis

Each line ends with the Löwdin charge.
Positions of all 9 atoms, in Å:
N 0.449 1.508 -0.489  0.091
C -0.037 0.393 -0.036  -0.737
N 0.697 -0.811 -0.081  0.014
N -1.159 0.083 0.445  0.132
H 1.315 1.118 -0.831  0.001
H 1.537 -0.787 -0.852  0.154
H 0.140 -1.760 0.220  0.150
H -1.257 -0.600 1.198  0.131
H -1.686 0.855 0.424  0.064

* spin multiplicity: 1
* frontier orbital gap: 9.62 eV
* charge: 0



Computed stability ranking, most favorable first: model ii, model i



Model i:
C4H10N | the ωB97M-V functional and the def2-TZVPD basis

Each line ends with the Löwdin charge.
Positions of all 15 atoms, in Å:
C -3.529 -5.764 0.544  -0.084
C -3.827 -4.470 0.768  -0.090
H -3.734 -6.385 -0.322  0.044
H -2.924 -6.290 1.288  0.044
H -4.820 -4.028 0.838  0.041
H -3.107 -3.670 0.952  0.044
C 2.296 3.300 0.689  -0.118
C 2.750 3.751 -1.750  -0.088
N 2.171 3.064 -0.726  -0.186
H 1.661 4.133 1.004  0.074
H 3.331 3.596 0.884  0.078
H 2.089 2.394 1.250  0.077
H 3.259 4.700 -1.660  0.030
H 2.850 3.322 -2.732  0.024
H 1.534 2.347 -1.027  0.109

* expectation value of S²: 0.753
* spin multiplicity: 2
* frontier orbital gap (spin up / spin down): 6.49 / 9.10 eV
* charge: 0



Model ii:
C4H10N | the ωB97M-V functional and the def2-TZVPD basis

Each line ends with the Löwdin charge.
Positions of all 15 atoms, in Å:
C -0.328 1.827 0.196  -0.107
C -0.854 0.443 -0.400  -0.235
C -0.097 -0.664 0.102  -0.450
C -0.559 -1.765 0.573  0.011
N 1.392 -0.581 -0.391  0.117
H -1.002 2.329 0.898  0.061
H 0.689 1.518 0.547  0.036
H -0.273 2.769 -0.423  0.075
H -1.931 0.137 0.072  0.159
H -0.892 0.432 -1.462  0.088
H -1.555 -1.815 1.028  0.080
H 0.138 -2.698 0.741  0.101
H 1.647 -1.571 -0.385  0.032
H 2.058 -0.102 0.189  0.033
H 1.566 -0.259 -1.286  -0.002

* expectation value of S²: 0.750
* spin multiplicity: 2
* frontier orbital gap (spin up / spin down): 4.48 / 11.54 eV
* charge: 0



Computed stability ranking, most favorable first: model i, model ii



Model i:
C3H2N2S | the ωB97M-V functional and the def2-TZVPD basis

Each line ends with the Löwdin charge.
Positions of all 8 atoms, in Å:
C 1.299 -1.796 0.006  -0.310
C -0.418 -1.626 -1.693  -0.324
C 0.136 -1.168 -0.476  -0.691
N 2.150 -2.402 0.475  0.198
N -0.885 -1.967 -2.681  0.191
S -1.028 -0.716 0.799  0.794
H 0.539 0.640 -1.148  0.241
H -0.094 -0.157 1.585  -0.099

* spin multiplicity: 1
* frontier orbital gap (spin up / spin down): 7.95 / 8.14 eV
* charge: 0



Model ii:
C3H2N2S | the ωB97M-V functional and the def2-TZVPD basis

Each line ends with the Löwdin charge.
Positions of all 8 atoms, in Å:
N -1.587 -1.979 -0.215  0.177
C -0.911 -1.098 0.082  -0.227
C -0.004 0.011 0.477  -0.645
S 1.757 -0.116 -0.064  0.776
C -0.644 1.256 0.139  -0.256
N -1.328 2.121 -0.251  0.184
H 0.145 -0.040 1.522  0.082
H 1.505 -0.103 -1.420  -0.089

* spin multiplicity: 1
* frontier orbital gap: 10.87 eV
* charge: 0



Model iii:
C3H2N2S | the ωB97M-V functional and the def2-TZVPD basis

Each line ends with the Löwdin charge.
Positions of all 8 atoms, in Å:
N -3.165 1.232 -0.341  0.154
C -2.184 0.816 0.087  -0.378
N -1.179 0.521 0.891  0.089
C 0.022 0.130 0.456  -0.212
C 0.546 0.166 -0.872  -0.684
S 1.006 1.432 -1.754  0.774
H 0.729 -0.226 1.308  0.157
H 0.312 -0.918 -0.991  0.101

* spin multiplicity: 1
* frontier orbital gap: 8.20 eV
* charge: 0



Computed stability ranking, most favorable first: model ii, model iii, model i



Model i:
C2H8N2S | the ωB97M-V functional and the def2-TZVPD basis

Each line ends with the Löwdin charge.
Positions of all 13 atoms, in Å:
H -0.920 1.549 -5.049  0.032
N -1.456 1.887 -4.251  0.054
C -2.512 1.181 -4.134  -0.390
N -3.056 0.913 -2.888  0.051
H -2.815 0.571 -4.984  0.101
H -2.310 0.947 -2.209  0.077
H -3.942 1.170 -2.497  0.075
C 2.859 -0.877 2.599  -0.522
S 1.729 -1.318 3.916  0.609
H 3.571 -0.112 2.907  0.023
H 2.259 -0.424 1.796  0.028
H 3.306 -1.769 2.176  0.023
H 2.478 -2.196 4.612  -0.161

* spin multiplicity: 1
* frontier orbital gap: 10.09 eV
* charge: 0



Model ii:
C2H8N2S | the ωB97M-V functional and the def2-TZVPD basis

Each line ends with the Löwdin charge.
Positions of all 13 atoms, in Å:
C -0.809 1.419 0.018  -0.357
C -1.745 0.985 -1.025  -0.310
N 2.506 -1.319 1.000  -0.036
N -0.107 -1.140 -0.182  -0.460
S -1.329 -0.367 0.362  0.920
H -1.245 2.103 0.797  0.086
H 0.201 1.699 -0.354  0.099
H -1.375 0.654 -2.052  0.101
H -2.740 1.249 -1.218  0.033
H 2.369 -0.343 0.640  0.002
H 1.721 -1.891 0.717  -0.048
H 2.612 -1.119 2.029  0.018
H -0.057 -1.931 -0.731  -0.046

* spin multiplicity: 1
* frontier orbital gap: 9.01 eV
* charge: 0



Computed stability ranking, most favorable first: model i, model ii



Model i:
CH2NO4P | the ωB97M-V functional and the def2-TZVPD basis

Each line ends with the Löwdin charge.
Positions of all 9 atoms, in Å:
N -0.587 -0.718 0.700  -0.269
P -0.679 -1.247 -0.774  0.157
O 0.378 -2.310 -0.994  -0.496
O -1.915 -1.414 -1.621  -0.480
O 0.190 0.405 -1.801  -0.142
C 1.300 0.734 -1.351  -0.650
O 1.959 1.727 -1.668  -0.133
H -1.309 0.002 0.737  -0.096
H 1.719 0.188 -0.426  0.109

* spin multiplicity: 1
* frontier orbital gap: 7.04 eV
* charge: -2



Model ii:
CH2NO4P | the ωB97M-V functional and the def2-TZVPD basis

Each line ends with the Löwdin charge.
Positions of all 9 atoms, in Å:
C 1.300 -0.264 0.096  -0.761
N 0.238 -0.850 0.234  -0.032
O -1.817 -0.502 -1.377  -0.423
O -2.173 -0.411 1.166  -0.428
O 1.932 0.749 0.050  -0.127
O -0.933 1.500 -0.022  -0.242
P -1.313 -0.148 -0.021  0.159
H 0.027 1.532 -0.047  -0.016
H 2.738 -1.606 -0.078  -0.129

* spin multiplicity: 1
* frontier orbital gap: 6.41 eV
* charge: -2



Computed stability ranking, most favorable first: model i, model ii



Model i:
C4H9N2S | the ωB97M-V functional and the def2-TZVPD basis

Each line ends with the Löwdin charge.
Positions of all 16 atoms, in Å:
C -1.468 -0.483 0.244  -0.328
C 1.125 -1.388 -0.297  -0.280
C 0.899 -0.001 0.308  -0.100
C -0.811 1.832 -0.088  -0.031
N 0.132 -2.366 -0.053  0.226
N -0.539 0.422 0.141  -0.221
S -3.166 -0.371 -0.073  0.961
H 1.257 -1.275 -1.444  0.154
H 2.095 -1.737 0.126  0.159
H 1.031 -0.084 1.398  0.142
H 1.497 0.783 -0.113  0.125
H -0.255 2.469 0.624  0.113
H -1.942 1.880 -0.212  0.078
H -0.506 2.252 -1.164  0.156
H 0.029 -2.436 0.895  0.012
H -3.258 -1.582 0.136  -0.166

* spin multiplicity: 1
* frontier orbital gap (spin up / spin down): 7.74 / 7.74 eV
* charge: +1



Model ii:
C4H9N2S | the ωB97M-V functional and the def2-TZVPD basis

Each line ends with the Löwdin charge.
Positions of all 16 atoms, in Å:
C 0.038 -1.200 0.160  -0.254
C -1.994 0.107 -0.091  -0.368
C 0.228 0.859 1.179  -0.462
C 0.983 1.602 0.143  -0.116
N -1.137 -1.095 -0.344  -0.031
N 0.975 -2.085 -0.008  0.127
S -1.438 0.792 1.529  0.978
H -2.016 0.910 -0.857  0.108
H -2.937 -0.313 0.063  0.062
H 0.700 0.732 2.147  0.074
H 0.808 2.729 0.388  0.137
H 0.541 1.408 -0.831  0.079
H 2.076 1.528 0.247  0.096
H -1.752 -1.845 -0.910  0.235
H 1.913 -2.030 0.535  0.172
H 0.857 -3.031 -0.496  0.162

* spin multiplicity: 1
* frontier orbital gap: 8.87 eV
* charge: +1



Computed stability ranking, most favorable first: model ii, model i



Model i:
C3H10NS | the ωB97M-V functional and the def2-TZVPD basis

Each line ends with the Löwdin charge.
Positions of all 15 atoms, in Å:
C 0.454 1.154 0.577  -0.045
C 0.788 -1.310 0.482  -0.013
C -0.183 -0.082 -1.314  0.108
N 0.771 -0.036 -0.259  -0.267
S -2.727 -0.008 0.380  0.414
H 1.416 1.676 0.892  0.137
H -0.091 1.824 0.048  0.039
H -0.094 0.871 1.563  0.134
H -0.249 -1.529 0.916  0.117
H 1.076 -2.151 -0.124  0.105
H 1.575 -1.217 1.257  0.125
H -0.690 -0.949 -1.583  0.049
H -0.164 0.853 -1.849  0.100
H 1.741 0.142 -0.624  0.215
H -3.622 0.761 -0.363  -0.218

* spin multiplicity: 1
* frontier orbital gap (spin up / spin down): 6.46 / 6.46 eV
* charge: +1



Model ii:
C3H10NS | the ωB97M-V functional and the def2-TZVPD basis

Each line ends with the Löwdin charge.
Positions of all 15 atoms, in Å:
C 0.651 1.546 -0.553  -0.016
C 0.602 -0.719 -1.394  -0.018
C 0.490 -0.308 0.942  -0.022
N 0.492 0.140 -0.272  -0.269
S -1.996 -0.351 1.872  0.589
H 1.383 1.754 -1.345  0.106
H -0.393 1.786 -1.016  0.141
H 0.928 2.150 0.426  0.150
H 1.491 -0.630 -2.011  0.117
H 0.556 -1.651 -1.050  0.050
H -0.297 -0.519 -2.131  0.164
H 0.474 0.428 1.799  0.095
H -2.834 -0.719 0.824  -0.130
H 0.700 -1.314 1.334  0.120
H -2.249 -1.594 2.574  -0.076

* spin multiplicity: 1
* frontier orbital gap: 9.57 eV
* charge: +1



Computed stability ranking, most favorable first: model ii, model i



Model i:
C3H10NS | the ωB97M-V functional and the def2-TZVPD basis

Each line ends with the Löwdin charge.
Positions of all 15 atoms, in Å:
C 0.651 -1.148 -0.542  0.008
C 1.488 -0.532 1.682  0.010
C -0.343 0.639 0.645  0.207
N 0.592 -0.241 0.589  -0.207
S -2.896 1.133 -2.434  0.510
H 1.630 -0.837 -0.945  0.122
H 1.077 -2.144 -0.326  0.126
H -0.171 -1.119 -1.251  0.111
H 1.630 0.321 2.288  0.096
H 1.175 -1.353 2.337  0.135
H 2.455 -0.661 1.235  0.110
H -1.070 0.788 -0.165  0.076
H -0.415 1.149 1.599  0.130
H -1.940 2.012 -2.597  -0.235
H -3.863 1.991 -2.115  -0.200

* spin multiplicity: 1
* frontier orbital gap: 8.19 eV
* charge: +1



Model ii:
C3H10NS | the ωB97M-V functional and the def2-TZVPD basis

Each line ends with the Löwdin charge.
Positions of all 15 atoms, in Å:
N -1.153 0.757 -1.174  0.136
C -1.057 -0.358 -0.148  -0.211
C 0.329 -0.858 -0.165  -0.373
C 1.298 -0.403 0.959  -0.484
S 1.248 1.475 0.961  0.724
H -0.510 0.562 -2.028  0.204
H -2.095 0.909 -1.352  0.122
H -0.476 1.584 -0.830  0.149
H -1.727 -1.244 -0.508  0.167
H -1.187 0.031 0.977  0.171
H 0.861 -0.674 -1.051  0.074
H 0.375 -2.064 -0.234  0.177
H 2.378 -0.620 0.543  0.109
H 0.951 -1.058 1.908  0.145
H 0.766 1.961 2.142  -0.110

* spin multiplicity: 1
* frontier orbital gap: 10.09 eV
* charge: +1



Computed stability ranking, most favorable first: model i, model ii



Model i:
C3H10NS | the ωB97M-V functional and the def2-TZVPD basis

Each line ends with the Löwdin charge.
Positions of all 15 atoms, in Å:
C -1.650 0.274 0.311  -0.033
C -0.285 0.267 -0.366  -0.418
N 0.636 1.178 0.374  0.174
C 0.328 -1.166 -0.419  -0.480
S 2.027 -1.047 -1.044  0.798
H -2.522 -0.123 -0.178  0.098
H -1.525 -0.157 1.309  0.096
H -1.888 1.322 0.542  0.093
H -0.342 0.636 -1.389  0.151
H 1.576 0.737 0.362  0.091
H 0.412 1.330 1.374  0.183
H 0.669 2.126 -0.014  0.182
H -0.305 -1.756 -1.073  0.093
H 0.335 -1.547 0.600  0.091
H 2.534 -2.074 -0.390  -0.118

* spin multiplicity: 1
* frontier orbital gap: 10.29 eV
* charge: +1



Model ii:
C3H10NS | the ωB97M-V functional and the def2-TZVPD basis

Each line ends with the Löwdin charge.
Positions of all 15 atoms, in Å:
C 1.418 0.710 -0.389  -0.322
N 1.812 0.837 -1.740  0.014
H 1.163 1.542 0.141  0.037
H 2.138 0.224 0.282  0.096
H 2.774 1.139 -1.877  0.116
H 1.149 1.356 -2.293  0.093
C -0.251 0.107 1.875  -0.111
S -0.191 -0.679 -0.222  0.816
C -2.240 -1.574 -0.510  0.020
H -0.759 1.084 1.459  0.058
H -0.858 -0.332 2.628  0.011
H 0.770 0.414 2.282  0.060
H -2.060 -1.694 -1.616  0.057
H -2.829 -0.731 -0.102  0.051
H -2.036 -2.404 0.083  0.006

* spin multiplicity: 1
* frontier orbital gap: 7.75 eV
* charge: +1



Computed stability ranking, most favorable first: model i, model ii